C3H4O3 in the gas phase, computed with the ωB97M-V functional and the def2-TZVPD basis.

Output
LUMO level ... 0.032 eV
HOMO ... -10.095 eV
Orbital gap ... 10.13 eV
Structure (SMILES) ... O=CC(O)C=O
Max |F| ... 0.8 eV Å⁻¹
Total energy ... -342.380167 a.u.
Multiplicity ... 1
Molar mass ... 88.06 Da

CARTESIAN COORDINATES (ANGSTROEM)
1 O 0.74172 -0.56971 1.65957
2 O -0.44252 -1.28969 -0.58635
3 O -1.11518 2.07389 -0.71301
4 C 0.12985 0.01239 -0.53204
5 C 1.14843 -0.28354 0.55374
6 C -0.95037 1.02262 -0.14915
7 H 0.55880 0.29362 -1.49936
8 H -1.61185 0.68631 0.67492
9 H 2.19660 -0.44772 0.25495
10 H -0.54564 -1.50129 0.36390

Forces on atoms 1 to 6 (eV/Å):
0.54 0.38 -0.33
-0.54 -0.07 0.02
0.18 -0.52 0.26
0.08 -0.01 -0.04
0.02 0.08 0.58
-0.02 0.36 -0.10